# 1
{"formula": "C25H49N6O4PSSe2Sn", "method": "ωB97M-V/def2-TZVPD", "elements": ["Sn", "C", "Se", "C", "C", "Se", "C", "H", "H", "H", "H", "H", "H", "H", "H", "H", "H", "C", "C", "C", "C", "C", "C", "C", "C", "C", "C", "O", "O", "H", "H", "H", "H", "H", "H", "H", "H", "H", "H", "H", "N", "C", "P", "O", "O", "C", "N", "H", "H", "H", "H", "H", "H", "H", "H", "H", "H", "C", "N", "C", "C", "N", "C", "H", "H", "H", "H", "H", "H", "C", "C", "N", "C", "S", "N", "C", "C", "H", "H", "H", "H", "H", "H", "H", "H", "H", "H", "H", "H"], "positions_angstrom": [[-1.193, -1.257, -0.243], [-0.713, -4.383, 3.579], [-1.360, -2.689, 2.878], [-3.244, -2.955, 3.289], [-3.995, -3.858, 2.329], [-4.219, -3.105, 0.540], [-5.015, -4.703, -0.231], [-0.748, -4.370, 4.664], [0.315, -4.488, 3.243], [-1.304, -5.205, 3.185], [-3.681, -1.961, 3.363], [-3.270, -3.399, 4.282], [-4.998, -4.042, 2.711], [-3.490, -4.814, 2.202], [-4.282, -5.504, -0.276], [-5.356, -4.455, -1.233], [-5.869, -5.005, 0.369], [6.966, -0.464, -2.259], [5.521, -0.599, -1.854], [4.876, 0.409, -1.153], [3.548, 0.295, -0.764], [2.961, 1.441, 0.042], [2.854, -0.881, -1.079], [3.489, -1.933, -1.762], [2.788, -3.225, -2.116], [4.808, -1.758, -2.149], [1.416, -1.014, -0.733], [0.947, -2.042, -0.177], [0.596, -0.068, -1.043], [7.292, 0.575, -2.238], [7.132, -0.858, -3.262], [7.607, -1.028, -1.578], [5.425, 1.310, -0.892], [3.674, 1.753, 0.806], [2.025, 1.185, 0.539], [2.790, 2.315, -0.599], [1.816, -3.055, -2.583], [2.610, -3.830, -1.228], [3.400, -3.801, -2.807], [5.300, -2.555, -2.698], [0.040, 2.256, -0.690], [-0.793, 2.946, -1.724], [-2.220, 1.910, -2.194], [-2.299, 1.819, -3.691], [-2.138, 0.714, -1.307], [-3.763, 2.853, -1.794], [-4.693, 2.513, -2.938], [-0.493, 2.076, 0.185], [0.871, 2.796, -0.453], [0.362, 1.300, -0.953], [-0.204, 3.121, -2.620], [-1.115, 3.906, -1.325], [-3.623, 3.932, -1.798], [-4.189, 2.531, -0.848], [-5.323, 3.270, -3.187], [-5.250, 1.686, -2.730], [-4.050, 2.265, -3.728], [-0.933, -1.152, -5.956], [-1.274, -1.678, -4.632], [-2.208, -2.652, -4.352], [-2.226, -2.783, -3.001], [-1.316, -1.898, -2.458], [-0.762, -1.256, -3.469], [-1.343, -1.815, -6.709], [0.146, -1.115, -6.075], [-1.356, -0.159, -6.077], [-2.753, -3.162, -5.128], [-2.814, -3.448, -2.390], [0.002, -0.498, -3.389], [3.098, 2.179, 4.353], [1.659, 1.914, 4.771], [0.769, 1.610, 3.638], [-0.093, 2.349, 2.936], [-1.140, 1.489, 1.848], [-0.228, 3.679, 3.047], [0.509, 4.708, 3.805], [-0.196, 5.107, 5.091], [3.703, 2.440, 5.225], [3.166, 2.997, 3.632], [3.536, 1.290, 3.895], [1.240, 2.726, 5.350], [1.620, 1.037, 5.415], [0.735, 0.641, 3.363], [-1.074, 3.998, 2.605], [0.602, 5.569, 3.144], [1.515, 4.367, 3.993], [-1.213, 5.444, 4.890], [0.340, 5.927, 5.573], [-0.252, 4.273, 5.793]], "gap_ha": 0.2826, "charge": 2, "max_force_ev_per_a": 2.32, "relative_energy_ev": 0.146}

=====

# 2
{"formula": "C25H49NO2OsP2", "method": "ωB97M-V/def2-TZVPD", "elements": ["Os", "C", "O", "C", "O", "P", "C", "H", "C", "H", "C", "H", "C", "P", "H", "H", "C", "H", "C", "H", "H", "H", "C", "H", "H", "H", "C", "H", "H", "H", "C", "H", "H", "H", "C", "H", "H", "H", "C", "H", "H", "H", "C", "H", "H", "H", "C", "H", "C", "H", "H", "C", "H", "H", "H", "C", "H", "H", "H", "C", "H", "H", "H", "C", "H", "H", "H", "H", "H", "C", "C", "C", "N", "C", "C", "H", "H", "H", "H", "H"], "positions_angstrom": [[-0.283, 0.242, -1.914], [-0.463, 0.891, -3.747], [-0.450, 1.389, -4.819], [-1.332, -1.299, -1.988], [-1.917, -2.316, -1.954], [1.805, -0.021, -0.892], [2.168, -1.545, 0.155], [3.168, -1.807, -0.267], [2.157, -0.977, -2.503], [1.092, -1.269, -2.759], [3.560, 0.840, -0.650], [3.718, 1.150, 0.425], [-1.034, 3.159, 0.265], [-1.518, 1.358, -0.033], [-3.471, 1.694, 1.496], [-0.334, 3.126, 1.156], [-3.207, 1.645, -0.894], [-3.702, 2.386, -0.245], [2.735, -0.089, -3.613], [3.822, 0.078, -3.478], [2.214, 0.856, -3.718], [2.627, -0.652, -4.565], [3.072, -2.257, -2.502], [3.095, -2.635, -3.539], [2.712, -3.086, -1.879], [4.110, -2.022, -2.223], [4.846, -0.024, -1.010], [4.859, -0.997, -0.479], [5.746, 0.517, -0.662], [4.977, -0.200, -2.083], [3.569, 2.161, -1.429], [4.385, 2.811, -1.090], [2.628, 2.685, -1.259], [3.697, 2.019, -2.518], [2.346, -1.356, 1.616], [3.141, -0.590, 1.882], [2.687, -2.323, 2.095], [1.389, -1.080, 2.129], [1.217, -2.712, -0.077], [0.282, -2.530, 0.455], [1.682, -3.613, 0.353], [0.982, -2.928, -1.130], [-2.220, 4.076, 0.641], [-2.831, 3.709, 1.473], [-2.866, 4.265, -0.221], [-1.793, 5.038, 0.958], [-0.296, 3.722, -0.934], [-0.987, 4.186, -1.643], [-2.873, -0.296, 1.963], [0.292, 2.941, -1.450], [0.377, 4.506, -0.566], [-1.817, 1.800, 2.880], [-1.985, -0.950, 1.835], [-3.219, -0.364, 3.017], [-3.682, -0.686, 1.341], [-2.511, 1.161, 1.676], [-2.407, 1.607, 3.810], [-1.822, 2.929, 2.830], [-0.822, 1.350, 3.096], [-4.144, 0.411, -0.893], [-3.610, -0.531, -1.117], [-4.922, 0.541, -1.667], [-4.683, 0.290, 0.065], [-3.172, 2.267, -2.291], [-2.578, 3.181, -2.339], [-4.204, 2.530, -2.582], [-2.781, 1.559, -3.054], [-0.409, 2.791, 2.386], [3.622, 0.353, 1.214], [-1.771, -4.683, 4.172], [-2.192, -4.695, 2.843], [-1.616, -3.748, 1.979], [-0.690, -2.853, 2.376], [-0.299, -2.899, 3.650], [-0.831, -3.780, 4.607], [-2.222, -5.419, 4.901], [-2.946, -5.415, 2.447], [-1.920, -3.690, 0.916], [0.485, -2.151, 3.937], [-0.434, -3.729, 5.637]], "gap_ha": [0.1207, 0.1999], "s_squared": 6.03, "multiplicity": 5, "charge": 4, "max_force_ev_per_a": 7.65, "relative_energy_ev": 0.673}

=====

# 3
{"formula": "C25H50BrCl34N2O5PSi", "method": "ωB97M-V/def2-TZVPD", "elements": ["C", "C", "N", "C", "C", "O", "O", "N", "C", "O", "O", "Si", "C", "C", "C", "P", "O", "Br", "H", "H", "H", "H", "H", "H", "H", "H", "H", "H", "H", "H", "H", "H", "H", "H", "C", "Cl", "Cl", "H", "H", "C", "Cl", "Cl", "H", "H", "C", "Cl", "Cl", "H", "H", "C", "Cl", "Cl", "H", "H", "C", "Cl", "Cl", "H", "H", "C", "Cl", "Cl", "H", "H", "C", "Cl", "Cl", "H", "H", "C", "Cl", "Cl", "H", "H", "C", "Cl", "Cl", "H", "H", "C", "Cl", "Cl", "H", "H", "C", "Cl", "Cl", "H", "H", "C", "Cl", "Cl", "H", "H", "C", "Cl", "Cl", "H", "H", "C", "Cl", "Cl", "H", "H", "C", "Cl", "Cl", "H", "H", "C", "Cl", "Cl", "H", "H", "C", "Cl", "Cl", "H", "H"], "positions_angstrom": [[4.415, -0.282, 0.908], [4.446, -1.805, 0.924], [3.264, -2.405, 0.327], [1.970, -2.367, 1.034], [2.066, -2.203, 2.590], [2.541, -1.150, 3.024], [1.639, -3.182, 3.260], [1.052, -1.420, 0.410], [0.644, -1.714, -1.004], [1.433, -1.366, -1.885], [-0.488, -2.255, -1.103], [-0.008, -0.367, 1.300], [-1.036, -1.072, 2.711], [-1.213, 0.373, 0.084], [0.876, 1.133, 2.015], [1.388, -4.149, 0.626], [2.428, -5.053, 1.533], [-0.592, -4.479, 1.636], [4.554, 0.075, -0.112], [3.475, 0.089, 1.297], [5.228, 0.091, 1.535], [4.700, -2.175, 1.926], [5.290, -2.101, 0.289], [3.487, -3.355, 0.051], [-1.102, -0.305, 3.490], [-0.628, -1.963, 3.170], [-2.058, -1.265, 2.377], [-0.639, 0.737, -0.769], [-1.759, 1.202, 0.535], [-1.896, -0.386, -0.292], [1.356, 0.910, 2.961], [0.107, 1.900, 2.126], [1.587, 1.519, 1.282], [1.997, -5.333, 2.351], [-4.069, 2.356, -2.251], [-4.592, 2.147, -0.569], [-2.323, 2.216, -2.407], [-4.528, 1.586, -2.860], [-4.381, 3.339, -2.578], [6.392, -6.293, 1.683], [5.966, -5.044, 0.535], [8.161, -6.457, 1.880], [5.966, -6.052, 2.650], [6.020, -7.247, 1.317], [-1.751, 0.851, -6.072], [-3.427, 0.808, -5.515], [-1.563, 0.157, -7.688], [-1.420, 1.882, -6.087], [-1.153, 0.267, -5.381], [-1.763, 4.807, 2.525], [-1.843, 4.044, 0.932], [-0.347, 5.849, 2.697], [-2.668, 5.386, 2.657], [-1.702, 4.027, 3.279], [-1.234, 6.308, -2.221], [-1.445, 5.389, -3.715], [0.236, 7.300, -2.239], [-2.082, 6.971, -2.103], [-1.170, 5.611, -1.392], [2.835, 6.548, 0.546], [2.446, 4.904, 1.016], [4.529, 6.982, 0.876], [2.662, 6.655, -0.517], [2.202, 7.228, 1.105], [3.685, -7.792, -1.670], [4.515, -8.317, -0.183], [2.428, -6.628, -1.300], [4.429, -7.329, -2.308], [3.254, -8.665, -2.147], [-1.378, -3.902, -6.667], [-2.819, -3.016, -7.169], [-1.193, -5.433, -7.546], [-0.511, -3.287, -6.870], [-1.456, -4.119, -5.609], [-6.086, 5.901, 4.048], [-6.159, 7.671, 3.971], [-5.022, 5.218, 2.816], [-5.710, 5.612, 5.020], [-7.085, 5.513, 3.892], [-0.082, -3.072, 5.934], [-0.685, -1.546, 6.631], [-1.415, -4.145, 5.456], [0.541, -2.858, 5.055], [0.491, -3.576, 6.702], [-5.506, 1.783, 5.247], [-5.482, 3.168, 6.366], [-4.021, 1.611, 4.332], [-5.647, 0.889, 5.841], [-6.330, 1.917, 4.556], [0.919, 2.568, 5.885], [-0.323, 2.704, 4.637], [2.443, 3.311, 5.388], [0.567, 3.071, 6.777], [1.088, 1.512, 6.071], [-6.400, -0.989, 0.737], [-5.347, -1.459, -0.597], [-5.533, -0.119, 2.010], [-7.181, -0.343, 0.354], [-6.819, -1.889, 1.170], [8.902, -4.725, -2.369], [8.287, -3.119, -1.983], [7.664, -5.775, -3.074], [9.703, -4.621, -3.091], [9.259, -5.188, -1.456], [-4.942, 5.611, -5.464], [-4.117, 4.067, -5.298], [-4.499, 6.458, -6.956], [-6.010, 5.436, -5.478], [-4.668, 6.242, -4.625], [-7.351, 9.124, -7.073], [-6.780, 8.535, -5.512], [-8.561, 10.406, -6.911], [-6.503, 9.520, -7.618], [-7.798, 8.296, -7.608], [7.761, -10.670, -0.568], [7.284, -10.074, -2.164], [8.121, -9.361, 0.562], [6.948, -11.260, -0.165], [8.652, -11.274, -0.690]], "gap_ha": 0.1466, "charge": -2, "max_force_ev_per_a": 0.97}

=====

# 4
{"formula": "C25H50Cl2P2Tm", "method": "ωB97M-V/def2-TZVPD", "elements": ["Tm", "Cl", "P", "C", "C", "C", "C", "H", "C", "H", "H", "H", "H", "H", "H", "H", "C", "C", "H", "H", "H", "H", "H", "H", "C", "H", "C", "H", "H", "H", "H", "H", "H", "H", "H", "P", "C", "C", "C", "C", "H", "C", "H", "H", "H", "H", "H", "H", "H", "C", "C", "H", "H", "H", "H", "H", "H", "C", "H", "C", "H", "H", "H", "H", "H", "H", "Cl", "C", "C", "C", "C", "C", "C", "C", "H", "H", "H", "H", "H", "H"], "positions_angstrom": [[0.038, 0.716, 0.002], [0.014, 2.581, -1.626], [-0.855, 2.129, 2.075], [-2.121, 3.354, 1.504], [-1.532, 1.129, 3.487], [0.680, 3.062, 2.517], [-2.997, 2.822, 0.352], [-1.517, 4.187, 1.100], [-2.962, 3.857, 2.678], [-3.611, 3.063, 3.067], [-3.604, 4.677, 2.333], [-2.349, 4.240, 3.498], [-2.432, 2.737, -0.585], [-3.821, 3.531, 0.176], [-3.435, 1.839, 0.567], [0.886, 3.627, 1.589], [1.919, 2.180, 2.803], [0.355, 4.043, 3.644], [-0.314, 4.839, 3.299], [1.278, 4.520, 3.998], [-0.112, 3.536, 4.500], [1.832, 1.131, 2.477], [2.160, 2.177, 3.875], [2.787, 2.592, 2.268], [-2.680, 0.251, 2.965], [-1.910, 1.847, 4.235], [-0.436, 0.262, 4.116], [-3.516, 0.831, 2.555], [-3.068, -0.370, 3.784], [-2.333, -0.430, 2.173], [0.023, -0.405, 3.375], [-0.871, -0.381, 4.892], [0.366, 0.848, 4.582], [-1.686, -0.002, -0.257], [1.892, 0.752, 0.067], [1.108, -0.593, -3.047], [2.459, 0.479, -3.715], [1.631, -2.382, -3.033], [-0.394, -0.271, -4.079], [3.331, 1.077, -2.599], [1.915, 1.316, -4.190], [3.279, -0.256, -4.774], [3.871, -1.065, -4.329], [3.979, 0.451, -5.236], [2.654, -0.669, -5.574], [2.762, 1.795, -2.001], [4.183, 1.607, -3.044], [3.722, 0.310, -1.919], [-0.473, 0.829, -4.005], [-1.702, -0.852, -3.504], [-0.125, -0.672, -5.527], [0.613, -0.012, -5.999], [-1.048, -0.594, -6.114], [0.230, -1.710, -5.603], [-1.631, -1.123, -2.443], [-2.040, -1.729, -4.069], [-2.494, -0.094, -3.578], [2.770, -2.528, -2.016], [1.999, -2.613, -4.045], [0.454, -3.299, -2.698], [3.694, -2.033, -2.338], [2.997, -3.589, -1.868], [2.474, -2.106, -1.045], [0.038, -3.062, -1.708], [0.805, -4.338, -2.670], [-0.350, -3.243, -3.441], [1.915, -2.393, 3.317], [0.457, -3.057, 2.711], [-0.122, -4.130, 3.370], [-1.372, -4.605, 2.965], [-2.045, -3.971, 1.918], [-1.460, -2.922, 1.229], [-0.142, -2.486, 1.546], [0.554, -1.526, 0.757], [0.400, -4.580, 4.207], [-1.817, -5.461, 3.470], [-3.049, -4.305, 1.640], [-1.994, -2.416, 0.407], [1.631, -1.453, 0.918], [0.268, -1.496, -0.325]], "gap_ha": [0.2188, 0.2182], "s_squared": 2.00, "multiplicity": 3, "charge": -1, "max_force_ev_per_a": 3.17}